Molecular formula: C4H11NO2S
Method: DFT, ωB97M-V with the def2-TZVPD basis set

Positions of all 19 atoms, in Å:
S 2.094 2.195 1.826
O 0.308 2.482 -2.362
O -0.260 -6.666 -0.046
N -0.414 -0.416 -0.778
C -0.457 1.781 -1.805
C 0.103 0.870 -0.631
C 0.433 1.361 1.825
C -0.376 1.702 0.631
H -0.606 2.769 0.615
H -0.578 -7.328 -0.673
H 1.190 0.897 -0.727
H 2.184 2.633 0.565
H -1.189 -0.708 -0.198
H 0.582 0.388 2.332
H -1.488 1.637 -2.149
H 0.018 1.973 2.648
H -1.431 1.352 0.615
H 0.326 -1.024 -1.094
H -0.439 -5.897 -0.595

Results
**HOMO (spin up / spin down)**: -12.8 / -12.7 eV
**Spin multiplicity**: 2
**HOMO-LUMO gap (spin up / spin down)**: 8.261 / 4.135 eV
**Total charge**: +1

Atom charges from the natural (NBO) analysis, given in e for atoms 1 to 2:
1 S 0.0010
2 O -0.2823

=====

Molecular formula: C7H7NO3
Method: DFT, ωB97M-V with the def2-TZVPD basis set

Positions of all 18 atoms, in Å:
O 0.229 -1.500 3.087
O 1.819 -0.140 2.183
O 1.770 1.125 -0.313
N -0.755 -1.443 -2.697
C -0.299 -0.542 1.069
C 0.190 1.070 -2.027
C 0.610 1.020 -0.684
C 0.600 -0.766 2.225
C -1.000 -1.616 0.634
C -0.376 -0.205 -2.431
C -0.575 0.879 0.213
H -0.777 -2.457 1.343
H 1.661 0.546 1.497
H -0.620 2.003 -2.174
H -1.650 0.850 -0.068
H 1.253 1.231 -2.593
H -0.553 1.609 0.993
H -1.527 -1.664 -0.258

Results
**HOMO**: -10.0 eV
**SMILES**: C=C(CC(=O)CC#N)C(=O)O
**HOMO-LUMO gap**: 9.456 eV
**Total charge**: 0

Atom charges from the natural (NBO) analysis, given in e for atoms 1 to 2:
1 O -0.5510
2 O -0.6625

=====

Relative energy (zero: lowest compared OMol25 entry of this formula, charge and spin) values, unit kcal/mol, following the record order: 53.8; 106.4.